1.
{"formula": "C28H32F3Ge2N3O4RbS2", "method": "wB97M-V/def2-TZVPD", "e_homo_ev": [-1.47, -2.55], "total_charge": -2, "energy_ha": -6825.301786, "multiplicity": 2, "s2": 0.76, "orbital_gap_ha": [0.189, 0.229], "e_above_lowest_kj_mol": 48.94, "symbols": ["C", "C", "H", "H", "C", "C", "F", "H", "H", "H", "H", "H", "C", "H", "F", "O", "O", "C", "H", "O", "N", "H", "C", "C", "C", "C", "O", "H", "H", "H", "H", "C", "C", "F", "H", "H", "H", "Ge", "C", "H", "C", "H", "C", "C", "H", "C", "H", "C", "S", "N", "H", "C", "H", "H", "C", "H", "H", "Ge", "C", "C", "N", "C", "S", "Rb", "C", "H", "H", "H", "C", "H", "C", "C", "C", "H", "H"], "xyz": [[3.220320, -3.169387, 3.804415], [4.839803, 0.727607, 0.938893], [1.527543, 3.534484, 6.804206], [2.124631, -0.166274, 3.619036], [0.922988, 2.702122, 4.940087], [1.666253, 2.709716, 6.120542], [-3.580490, -1.075252, 2.575285], [0.133231, -4.511106, 4.056432], [-0.129165, -3.336424, 1.913617], [3.863758, 1.153264, 1.152061], [4.167023, -5.232477, -3.013550], [5.760932, 0.666258, -2.031017], [-1.369824, -1.023822, -2.823769], [-2.673893, 0.530084, -3.129005], [-4.677276, -2.957456, 2.349234], [0.904440, -0.681659, -2.262799], [0.065493, 3.713169, 4.739278], [3.079696, -2.537930, 2.583130], [-0.380965, 3.504536, 3.855408], [0.484442, 0.557281, 1.998680], [-1.968127, 0.251194, -2.453851], [5.190346, -0.796412, -2.836798], [3.292167, -5.019545, -2.407730], [4.945915, -0.053122, -2.082109], [1.069393, -4.462205, -0.884598], [6.481026, -1.807738, 0.011123], [-0.322784, -1.849928, -0.839099], [3.922721, -1.995601, 2.171003], [-3.978248, 6.022412, 0.844655], [2.344150, -6.894249, -2.870895], [2.267349, -4.397437, 5.280015], [2.272193, -5.952920, -2.332244], [3.189771, -3.819978, -1.720648], [-3.368352, -2.265819, 0.758607], [3.439662, -0.134936, 5.718659], [-1.233572, 0.953860, -2.449665], [5.308298, 0.468639, 1.886124], [1.875331, -1.682678, 0.008499], [-4.221017, 5.092434, 1.364418], [-5.185610, 4.294724, -0.408846], [2.006717, 0.636790, 4.332712], [-0.998085, -1.045866, -3.866009], [2.082240, -3.508805, -0.942742], [0.957847, -3.938722, 3.648423], [4.160545, -3.117498, 4.339890], [2.159253, -3.883451, 4.332835], [-5.050537, 5.263553, 2.049771], [2.737436, 0.657097, 5.504741], [-2.775745, 4.619101, 2.386684], [-0.502662, 2.571203, 2.553193], [-4.946631, 3.109050, 0.915209], [0.821727, -3.288042, 2.432553], [0.346785, -6.386362, -1.508494], [0.184796, -4.250170, -0.301423], [2.567243, 1.702839, 6.397219], [6.535397, -2.319691, 0.968138], [3.124976, 1.730285, 7.324463], [4.631037, -0.894601, -0.261948], [0.332526, 1.532606, 2.741905], [-0.148479, -1.207489, -1.897405], [-1.204927, 2.563145, 1.407989], [-3.372869, -2.434951, 2.168816], [-2.935851, 3.465342, -0.355115], [-1.548259, -0.667231, 0.950666], [-2.136219, 3.371392, 1.200945], [-2.096521, -1.826771, -2.673831], [5.448384, 1.486660, 0.451040], [4.044729, 0.461111, -2.397853], [1.154635, -5.664300, -1.566444], [3.996966, -3.099086, -1.787702], [-4.524064, 3.971008, 0.394221], [1.887958, -2.597235, 1.873314], [1.099366, 1.645019, 4.027731], [7.266654, -1.057318, -0.025334], [6.662139, -2.538199, -0.773368]], "forces_ev_per_a": [[0.117, -0.120, 0.140], [-0.213, -0.528, -0.246], [-0.070, 0.087, 0.065], [-0.046, -0.060, -0.057], [-0.029, 0.051, 0.036], [0.070, 0.116, 0.051], [-0.455, 0.017, 0.134], [-0.079, 0.102, -0.012], [-0.078, -0.044, 0.067], [-0.154, 0.081, 0.055], [0.030, 0.051, 0.028], [0.145, 0.065, 0.130], [0.335, -0.302, -0.171], [0.118, 0.041, 0.175], [0.314, 0.152, 0.004], [0.468, 0.299, -0.107], [0.055, 0.054, 0.192], [0.190, 0.129, -0.091], [0.036, -0.057, -0.143], [0.550, 0.178, 0.202], [-0.122, 0.277, 0.036], [0.008, -0.161, -0.091], [0.165, -0.196, -0.141], [-0.290, -0.372, 0.449], [-0.217, 0.058, 0.157], [-1.021, 0.023, -0.050], [0.793, -1.024, 0.591], [0.041, 0.052, 0.032], [-0.117, -0.112, -0.051], [-0.004, 0.078, 0.037], [-0.004, 0.000, 0.053], [0.063, -0.117, -0.139], [0.173, 0.217, 0.044], [-1.106, -0.686, -0.519], [0.057, -0.112, 0.006], [-0.173, 0.069, -0.052], [0.033, -0.085, 0.124], [1.379, -1.443, 0.009], [0.439, 0.119, 0.285], [-0.047, -0.036, 0.021], [-0.012, 0.072, -0.015], [-0.107, -0.084, 0.311], [-0.105, 0.763, -0.081], [-0.103, -0.169, 0.052], [0.050, 0.024, 0.020], [0.015, -0.116, 0.234], [-0.064, 0.032, -0.012], [0.201, -0.198, -0.016], [0.119, -0.499, -0.314], [-0.307, 0.813, 0.606], [-0.048, 0.082, -0.076], [-0.212, -0.007, -0.166], [-0.024, 0.049, 0.057], [-0.120, -0.035, 0.008], [-0.093, 0.042, 0.068], [-0.023, -0.068, 0.157], [0.076, -0.004, 0.050], [0.459, 0.795, -0.030], [-0.055, 0.080, -0.126], [-0.358, 0.138, -1.597], [0.302, -0.982, -0.689], [-0.463, -0.723, 0.676], [-0.535, 0.032, -0.162], [0.253, 1.628, 0.530], [-0.310, 0.875, 0.642], [0.095, 0.062, 0.043], [0.121, 0.038, -0.122], [-0.190, 0.099, -0.076], [-0.099, -0.200, 0.037], [0.062, -0.006, -0.101], [0.414, -0.204, -0.208], [-0.223, 0.712, -0.735], [-0.082, -0.041, -0.058], [0.010, 0.257, -0.036], [-0.004, -0.116, -0.127]]}

---

2.
{"formula": "C35H91B2F8N6O7", "method": "wB97M-V/def2-TZVPD", "e_homo_ev": -11.12, "total_charge": 3, "energy_ha": -3091.223845, "orbital_gap_ha": 0.160, "symbols": ["C", "H", "C", "H", "H", "H", "H", "N", "H", "F", "B", "H", "H", "C", "O", "H", "H", "H", "C", "N", "H", "C", "H", "O", "N", "H", "H", "C", "C", "C", "H", "H", "C", "C", "C", "H", "H", "C", "H", "H", "H", "H", "H", "H", "F", "H", "H", "H", "H", "H", "H", "H", "H", "C", "H", "H", "C", "H", "H", "H", "H", "H", "H", "F", "H", "H", "H", "H", "H", "H", "C", "C", "H", "F", "N", "H", "H", "H", "C", "O", "C", "O", "H", "H", "C", "H", "B", "H", "C", "H", "N", "H", "H", "H", "H", "H", "C", "F", "N", "H", "H", "H", "C", "F", "C", "H", "H", "H", "C", "H", "H", "C", "H", "C", "H", "O", "C", "O", "H", "H", "H", "H", "C", "H", "C", "H", "O", "C", "C", "H", "H", "H", "H", "H", "H", "C", "H", "H", "C", "F", "H", "H", "C", "H", "H", "H", "C", "F", "H"], "xyz": [[-30.896540, 7.845750, -0.561550], [-37.870640, 6.213780, -7.453890], [-29.247010, 6.956010, 2.985340], [-30.095950, 13.990500, -5.448240], [-38.294860, 11.372000, -6.294990], [-28.747960, 9.648280, -7.429240], [-29.467510, 8.508470, -6.457490], [-36.583770, 11.541220, 2.247280], [-35.784310, 5.222180, -6.082570], [-33.117650, 9.625650, -2.194760], [-33.363860, 10.627500, -1.303740], [-28.855760, 8.074980, 1.155920], [-35.790200, 17.106600, -2.196050], [-36.905930, 11.337620, 3.782910], [-40.455590, 10.134310, -5.522380], [-36.137120, 13.850170, -3.423570], [-33.987090, 8.644250, -5.063540], [-33.447940, 5.045670, -5.383590], [-33.817500, 15.041580, -5.196990], [-34.893290, 6.734180, -5.484930], [-35.317260, 6.003760, -7.542590], [-32.139790, 6.802000, 1.262210], [-29.306010, 14.773000, 1.025090], [-38.960400, 9.002620, -4.327480], [-30.809010, 13.246970, 1.805840], [-28.056610, 14.169740, 4.278110], [-33.764690, 15.593190, -6.135630], [-34.657040, 15.892530, -4.177520], [-37.965420, 11.932750, 1.600530], [-36.040280, 10.292720, 1.503470], [-29.723700, 6.372600, 4.641350], [-37.739830, 10.641780, 3.875220], [-30.340730, 11.791860, -5.676990], [-35.221080, 13.752930, -2.840900], [-39.273840, 10.024310, -5.033920], [-33.653320, 15.038200, -1.041350], [-28.584670, 7.643660, 3.511220], [-28.260570, 13.596170, 2.451870], [-37.742760, 11.965460, 0.534010], [-35.700510, 15.837180, -4.487700], [-32.508050, 7.700700, 1.757000], [-33.134280, 16.375590, -2.013820], [-30.605620, 10.775910, -2.826060], [-28.574060, 6.155070, 2.679170], [-32.380700, 11.622220, -1.527720], [-35.882150, 13.569570, 2.438040], [-34.671520, 12.134040, 2.655950], [-29.276900, 13.316050, -2.986170], [-32.958380, 6.701900, 0.549470], [-38.403080, 7.476470, -5.203790], [-35.986940, 10.586790, 0.455250], [-29.122680, 13.126190, 0.555900], [-35.595680, 5.496740, -3.805100], [-31.211970, 13.575130, 3.304810], [-30.135530, 11.539320, -6.717280], [-32.749020, 14.614840, -2.406050], [-33.444590, 6.114170, -5.598990], [-36.808730, 15.755030, -2.245670], [-31.316610, 14.659340, 3.345340], [-32.819070, 13.421380, 1.107620], [-30.353280, 8.518890, 1.971720], [-35.042500, 10.116180, 1.905170], [-32.783070, 6.627720, -4.901310], [-29.251960, 6.453730, -5.120210], [-29.850300, 4.960770, 1.110750], [-26.400890, 8.624020, -7.026900], [-34.226070, 16.893700, -4.172380], [-31.470510, 13.349360, -0.123760], [-31.805600, 11.385270, 2.136390], [-31.427550, 11.844350, -5.612480], [-31.836570, 13.784560, 0.806140], [-36.886990, 9.010060, 1.576510], [-37.278860, 10.836200, -4.959970], [-28.642890, 6.501840, -2.950550], [-34.789880, 15.233660, -2.773770], [-35.388750, 13.300890, -1.863330], [-38.667910, 11.926320, -4.607120], [-29.993170, 11.341550, 2.151260], [-27.382330, 8.174400, -6.876140], [-37.218550, 8.556620, 2.862390], [-29.362190, 13.755830, 1.412800], [-30.245760, 6.546450, 3.854700], [-37.158310, 7.849430, -6.952540], [-37.719860, 9.014130, 0.873370], [-33.486210, 15.345710, -2.073640], [-30.863900, 11.315030, 0.618130], [-29.474100, 5.916970, -3.888160], [-27.926880, 12.586420, 2.690940], [-29.724510, 7.677440, 1.680660], [-31.743710, 14.870150, 0.774800], [-30.690490, 6.927900, 0.728860], [-35.664090, 8.726060, -5.439810], [-30.684250, 5.182430, -0.546370], [-35.127570, 12.769680, 1.157110], [-30.076360, 7.560770, -1.220470], [-28.793790, 10.738450, -3.083200], [-37.260050, 6.782740, -6.752770], [-33.161530, 10.109740, -0.031440], [-29.873600, 10.584180, -4.827620], [-30.663250, 8.701440, -4.157090], [-30.534490, 13.127150, 4.031750], [-38.250760, 12.954220, 1.852120], [-35.529740, 12.578560, 2.152020], [-30.759830, 6.191700, -3.556870], [-30.887200, 11.696820, 1.638810], [-32.295200, 6.094100, 2.076340], [-36.201280, 8.306230, 1.104800], [-35.821240, 15.756750, -0.893110], [-35.802670, 16.046260, -1.943790], [-30.946600, 12.942080, -3.280030], [-33.074880, 6.243520, -6.616180], [-31.023050, 9.533850, -4.761850], [-31.899280, 10.026160, -4.340010], [-38.295440, 11.117080, -5.235220], [-27.801080, 10.856900, -5.419540], [-28.533360, 14.369620, 3.469190], [-34.741620, 8.221270, -5.726770], [-32.495100, 14.693090, -4.813130], [-31.277850, 9.284280, -5.791840], [-28.128770, 9.341820, -4.476880], [-27.202960, 7.332480, -6.207480], [-30.899610, 8.922220, -0.390340], [-29.934060, 12.711330, -3.611120], [-34.252450, 14.076460, -5.456730], [-28.556410, 9.105000, -6.503900], [-29.116180, 5.869010, -0.194670], [-37.991600, 6.668310, -5.518690], [-35.806360, 6.188610, -6.586190], [-28.494340, 10.036750, -5.232870], [-32.034500, 14.853470, -5.640010], [-27.631850, 7.661240, -7.804860], [-32.179020, 13.111740, 3.500210], [-38.786140, 11.321160, 1.975320], [-28.685880, 13.005690, -5.303640], [-27.321310, 14.085830, 2.194730], [-29.751720, 11.165130, -3.380540], [-31.767370, 7.601420, -1.169880], [-34.403020, 13.268970, -3.374440], [-29.751880, 13.025150, -5.077000], [-29.246450, 4.565730, -3.836230], [-35.921820, 11.006200, 4.114250], [-36.430480, 8.088640, 3.147980], [-35.285520, 6.518770, -4.022740], [-37.094990, 12.319130, 4.217650], [-34.396180, 8.429360, -6.739430], [-34.462650, 6.763630, -3.351160], [-30.071650, 5.597320, 0.254060], [-34.633610, 11.223640, -1.429980], [-36.124440, 7.091860, -3.627930]], "forces_ev_per_a": [[1.289, -1.126, -0.291], [0.762, 0.169, -0.684], [0.835, 0.459, -1.965], [-0.364, -0.333, 0.210], [-0.141, 0.441, 0.099], [0.128, 0.801, 0.106], [0.293, -0.395, 0.484], [-2.543, -0.083, 0.176], [-1.364, -0.870, -0.958], [-0.286, -0.798, -1.039], [0.183, 0.404, -0.173], [-0.130, -0.484, -0.381], [0.734, -0.042, 0.482], [1.381, 0.200, -1.738], [3.000, 0.761, 0.582], [-0.011, -0.835, -0.020], [0.141, -0.321, 0.231], [-0.355, 0.132, 0.131], [-0.828, -0.487, 0.114], [2.114, 2.215, -0.039], [0.515, 0.781, 0.174], [-0.255, 0.242, 1.490], [-0.935, 0.179, 0.465], [1.436, 0.386, -0.286], [-0.003, -0.558, 0.649], [0.198, 0.023, -0.014], [-0.390, 0.366, 0.136], [0.066, -2.387, -0.498], [1.655, 0.839, -0.049], [-1.072, 0.295, 0.801], [-0.613, -0.400, 0.645], [0.481, 0.018, 0.142], [-0.596, -1.325, -0.963], [0.182, 1.761, -0.975], [-4.495, -2.638, -0.126], [-0.276, 0.075, 0.151], [0.090, 0.533, -0.301], [2.049, -1.185, -2.351], [-0.660, -0.573, -0.060], [0.141, 0.620, -0.578], [0.993, 0.723, -0.077], [0.035, -0.125, -0.505], [0.396, 0.000, 0.200], [-0.094, -0.467, -0.013], [0.337, 0.823, 0.082], [0.051, -0.334, 0.897], [-0.073, 0.646, 0.654], [0.159, -0.142, 0.062], [0.949, -0.671, -0.843], [-0.507, 1.411, 0.239], [0.308, 0.058, 0.047], [0.038, -0.052, -0.084], [0.305, -0.197, -0.635], [-0.249, -0.220, -1.577], [0.360, 0.237, 0.021], [-0.086, 0.458, -0.724], [-0.997, 0.287, -0.410], [0.011, -0.250, -0.498], [0.367, -0.179, 0.348], [0.129, 0.076, -0.220], [0.144, 0.232, 0.129], [0.006, 0.074, -0.003], [-0.223, -0.052, 0.037], [0.428, 0.741, -1.603], [-0.599, -0.072, -0.126], [-0.220, 0.535, -0.010], [-0.342, -0.021, 0.772], [-0.692, 0.143, -0.217], [0.188, -0.105, -0.111], [-0.093, -0.255, 0.277], [1.689, -0.082, 0.691], [0.857, 0.125, -0.778], [0.071, -0.056, 0.290], [0.891, 1.317, 1.287], [0.610, 1.101, 1.036], [0.166, 0.406, -0.078], [0.249, 0.395, -0.227], [-0.253, -0.287, 0.206], [0.261, -0.569, 0.484], [0.107, 0.335, -0.257], [0.114, -1.284, -0.619], [-0.316, -0.011, -0.118], [-0.192, -0.045, -0.789], [-0.445, 0.301, 0.535], [0.293, -0.615, 1.418], [-0.178, 0.715, -0.151], [1.208, -1.349, 0.026], [-0.706, -0.568, 0.041], [-1.537, -0.141, 1.305], [-0.279, -0.051, 0.140], [-1.391, 0.820, -1.406], [-0.198, -0.171, -0.471], [-0.115, -0.187, 0.388], [-0.602, -0.682, -0.590], [0.322, 0.277, 0.035], [-0.128, 0.692, 0.669], [0.134, 0.296, 2.733], [-0.213, -0.011, 1.259], [-1.078, 0.505, 0.862], [-0.186, -0.176, -0.267], [0.295, 0.426, -0.481], [0.443, 0.087, 0.443], [0.195, 0.176, -0.693], [-2.957, 0.761, 0.981], [0.856, 1.021, 1.002], [0.767, -0.564, -0.376], [0.071, -0.294, -0.198], [0.855, 0.370, -0.051], [-1.113, -0.837, -1.156], [-0.129, 0.051, -0.152], [-0.226, 0.150, 0.012], [1.090, 0.916, -0.800], [0.289, 0.027, 0.306], [0.567, 0.541, -0.429], [-0.212, 0.149, 0.392], [-2.685, 2.625, 5.114], [0.328, 0.169, 0.899], [0.181, 0.750, 0.141], [0.218, -0.436, 0.174], [-0.192, 0.442, 0.547], [-0.334, 0.268, 0.484], [-0.003, -0.284, 0.717], [0.126, -0.040, 1.592], [-0.897, 0.230, 0.164], [-0.552, 0.354, -0.666], [-0.014, 0.037, -0.096], [1.569, -1.589, -0.610], [-1.164, -2.071, 1.676], [-0.325, -1.834, -1.987], [0.727, -0.122, 0.239], [-0.142, 0.300, -0.154], [-0.147, 0.059, -0.425], [0.469, -0.511, -0.476], [0.199, 0.216, 0.010], [0.335, -0.674, -2.389], [-0.175, 0.519, -1.962], [-0.272, -0.355, 0.746], [-0.386, -0.335, 0.123], [1.501, -0.907, -0.024], [-0.050, -0.868, -0.239], [-0.494, -0.498, 0.735], [-0.208, -0.307, 0.550], [-0.790, -0.292, 0.463], [-0.204, -0.054, -0.229], [-0.453, -0.280, -0.087], [0.453, -0.005, -0.592], [0.139, 1.123, 0.064], [0.108, -0.216, 0.204], [-0.196, 0.439, -1.051]]}